A cluster of 12 separate species, C54H141N9O21 in total in a non-equilibrium geometry. Source: the Open Molecules 2025 dataset; level of theory: wB97M-V/def2-TZVPD.

Each line ends with the Mulliken charge.
Positions of all 225 atoms, in Å:
C -4.206 -1.294 -1.083  -0.393
O -4.343 -0.712 -2.349  -0.388
C -3.624 0.516 -2.482  0.109
C -3.721 0.954 -3.959  -0.938
N -4.448 2.218 -4.220  -0.235
C -4.424 2.464 -5.691  -0.684
C -4.857 3.905 -5.899  -0.594
O -6.159 4.130 -5.462  -0.331
C -6.617 5.457 -5.399  -0.663
H -4.459 -2.351 -1.011  0.293
H -4.848 -0.810 -0.336  0.297
H -3.173 -1.215 -0.722  -0.025
H -2.578 0.209 -2.404  -0.057
H -3.941 1.297 -1.793  0.342
H -4.272 0.161 -4.481  0.399
H -2.732 0.939 -4.415  0.348
H -5.439 2.000 -4.160  0.274
H -5.216 1.853 -6.151  0.366
H -3.527 2.190 -6.243  0.422
H -4.658 4.238 -6.929  0.458
H -4.173 4.549 -5.325  0.267
H -6.221 5.987 -6.274  0.302
H -6.146 5.961 -4.543  0.226
H -7.694 5.448 -5.278  0.237
C -3.754 4.775 -0.852  -0.984
O -3.629 5.214 0.480  0.034
C -4.796 5.882 0.939  -0.903
C -4.384 6.576 2.222  -0.371
N -3.467 7.672 1.950  -0.463
C -2.836 8.179 3.187  -0.824
C -1.664 7.237 3.552  -0.405
O -0.647 7.370 2.601  -0.375
C 0.234 6.279 2.643  -0.347
H -4.602 4.092 -0.969  0.328
H -2.753 4.471 -1.156  0.197
H -4.000 5.580 -1.563  0.436
H -5.673 5.278 1.198  0.365
H -5.062 6.628 0.184  0.381
H -4.018 5.789 2.898  0.234
H -5.279 7.023 2.667  0.425
H -2.737 7.298 1.352  0.299
H -3.643 8.340 3.898  0.431
H -2.333 9.130 3.002  0.313
H -2.007 6.205 3.671  0.279
H -1.296 7.575 4.533  0.421
H 0.911 6.246 1.785  0.312
H -0.355 5.362 2.519  0.022
H 0.874 6.311 3.530  0.200
C 2.153 -10.091 7.237  -0.819
O 1.994 -9.076 6.278  -0.295
C 0.844 -9.280 5.454  -0.927
C 0.611 -8.081 4.574  0.083
N 0.193 -6.954 5.390  -0.397
C 0.845 -5.662 5.140  -0.557
C 0.561 -5.157 3.725  -0.687
O 1.310 -5.767 2.710  -0.105
C 2.699 -5.510 2.765  -0.735
H 2.951 -9.789 7.924  0.256
H 2.478 -11.005 6.734  0.310
H 1.325 -10.135 7.953  0.332
H -0.043 -9.672 5.964  0.433
H 1.116 -10.157 4.846  0.479
H -0.162 -8.342 3.838  0.175
H 1.464 -7.861 3.925  -0.070
H 0.196 -7.211 6.363  0.317
H 1.902 -5.823 5.389  0.320
H 0.535 -4.948 5.906  0.409
H 0.596 -4.059 3.665  0.339
H -0.482 -5.392 3.493  0.365
H 2.965 -4.550 2.309  0.141
H 3.306 -6.244 2.235  0.246
H 3.111 -5.462 3.773  0.328
C -0.412 -8.431 -0.357  -0.820
O 0.946 -8.197 -0.714  -0.210
C 1.861 -8.500 0.322  0.310
C 3.280 -8.329 -0.179  -1.289
N 3.592 -7.000 -0.677  0.897
C 4.992 -6.833 -1.003  -0.933
C 5.374 -5.386 -1.148  -0.721
O 5.049 -4.713 0.067  -0.351
C 5.125 -3.313 -0.070  -0.585
H -0.634 -9.501 -0.405  0.314
H -1.020 -7.964 -1.129  0.277
H -0.608 -8.007 0.628  0.225
H 1.649 -9.511 0.689  0.572
H 1.652 -7.848 1.184  -0.347
H 3.317 -9.073 -0.988  0.375
H 4.065 -8.697 0.493  0.423
H 3.215 -6.255 -0.109  -0.403
H 5.297 -7.381 -1.896  0.351
H 5.639 -7.192 -0.186  0.365
H 4.805 -4.963 -1.989  0.278
H 6.414 -5.135 -1.372  0.537
H 4.677 -2.961 -1.003  0.203
H 6.182 -3.023 -0.088  0.421
H 4.651 -2.768 0.746  0.209
C 5.433 8.710 3.279  -0.808
O 4.731 7.577 2.821  -0.302
C 4.400 6.678 3.860  -0.652
C 3.972 5.337 3.281  0.302
N 4.948 4.885 2.276  -0.345
C 4.482 3.792 1.427  0.259
C 3.250 4.156 0.602  -0.076
O 2.965 3.093 -0.296  0.157
C 2.237 3.550 -1.437  -1.044
H 4.894 9.158 4.122  0.326
H 5.388 9.451 2.479  0.236
H 6.476 8.507 3.525  0.310
H 3.502 7.151 4.289  0.332
H 5.086 6.538 4.699  0.401
H 2.955 5.373 2.885  -0.304
H 4.041 4.519 4.004  0.294
H 5.118 5.685 1.672  0.365
H 4.325 2.823 1.898  -0.672
H 5.298 3.531 0.747  0.211
H 3.430 5.113 0.098  0.306
H 2.398 4.304 1.273  -0.139
H 2.821 4.335 -1.929  0.468
H 1.243 3.931 -1.201  0.264
H 2.231 2.699 -2.115  0.206
C 3.454 0.570 2.940  -0.096
O 4.469 -0.365 3.173  -0.436
C 5.767 0.193 3.397  -0.722
C 6.695 0.346 2.215  -0.706
N 6.084 0.826 0.986  0.397
C 7.048 0.844 -0.093  -0.847
C 6.277 0.962 -1.404  -0.579
O 5.385 -0.133 -1.433  -0.176
C 4.722 -0.397 -2.663  -0.645
H 3.449 0.997 1.936  -0.336
H 3.372 1.341 3.720  0.365
H 2.512 0.041 3.131  0.289
H 6.189 -0.517 4.113  0.386
H 5.765 1.126 3.972  0.302
H 7.166 -0.618 1.963  0.456
H 7.539 0.980 2.498  0.316
H 5.229 0.472 0.586  0.042
H 7.589 -0.116 -0.170  0.407
H 7.796 1.636 0.008  0.362
H 6.953 0.917 -2.266  0.483
H 5.669 1.874 -1.450  0.149
H 4.161 0.486 -2.975  0.314
H 4.136 -1.295 -2.497  -0.129
H 5.466 -0.618 -3.436  0.380
C -7.553 6.393 5.915  -0.734
O -8.354 5.901 6.963  -0.420
C -7.637 5.397 8.047  -0.742
C -6.766 4.184 7.782  -0.398
N -7.433 3.062 7.194  -0.271
C -6.501 2.045 6.778  -0.424
C -7.028 0.981 5.792  -0.630
O -6.043 -0.002 5.510  -0.363
C -5.862 -0.269 4.125  -0.685
H -6.755 6.986 6.376  0.366
H -8.111 7.119 5.318  0.325
H -7.241 5.636 5.191  0.231
H -8.274 5.257 8.929  0.394
H -7.034 6.176 8.549  0.407
H -6.455 3.831 8.776  0.335
H -5.847 4.536 7.287  0.288
H -8.070 3.322 6.447  0.278
H -6.308 1.409 7.654  0.175
H -5.484 2.297 6.452  0.284
H -7.541 1.441 4.934  0.414
H -7.878 0.387 6.151  0.317
H -5.085 -1.026 4.059  0.268
H -5.455 0.654 3.690  0.248
H -6.834 -0.493 3.680  0.343
C -2.246 2.193 1.876  -0.377
O -1.172 1.309 1.758  -0.447
C -0.052 1.809 1.025  -0.445
C 0.760 0.582 0.673  0.125
N 0.170 -0.151 -0.446  -0.106
C 1.000 -1.336 -0.688  -0.323
C 0.449 -2.344 -1.698  -0.970
O 1.190 -3.578 -1.743  0.748
C 0.954 -4.376 -0.600  0.118
H -3.015 1.810 2.553  0.182
H -2.811 2.423 0.967  0.167
H -1.980 3.139 2.363  0.119
H 0.469 2.541 1.655  0.207
H -0.392 2.376 0.151  0.306
H 0.711 -0.055 1.566  0.334
H 1.782 0.864 0.421  -0.007
H -0.771 -0.455 -0.215  -0.028
H 1.099 -1.872 0.266  0.235
H 1.935 -0.903 -1.046  0.060
H 0.543 -1.965 -2.717  -0.124
H -0.612 -2.587 -1.582  0.502
H 1.267 -3.889 0.323  0.266
H 1.534 -5.293 -0.729  -0.752
H -0.059 -4.787 -0.511  0.272
C 1.057 -1.342 -6.006  -0.449
O 1.517 -0.247 -6.753  -0.353
C 0.608 0.159 -7.758  -0.335
C 0.305 -0.828 -8.855  -0.448
N -0.701 -0.431 -9.835  -0.324
C -0.980 -1.502 -10.782  -0.615
C -1.525 -0.929 -12.096  -0.668
O -0.503 -0.063 -12.567  -0.309
C -0.914 0.586 -13.762  -0.753
H 1.161 -2.310 -6.506  0.282
H 0.054 -1.149 -5.613  0.247
H 1.657 -1.574 -5.119  0.041
H 1.076 1.022 -8.235  0.293
H -0.304 0.453 -7.222  0.245
H -0.101 -1.775 -8.485  0.312
H 1.223 -1.055 -9.417  0.219
H -0.588 0.433 -10.342  0.272
H -1.665 -2.207 -10.306  0.387
H -0.078 -2.052 -11.086  0.291
H -2.493 -0.461 -11.877  0.355
H -1.779 -1.743 -12.782  0.467
H -1.688 1.347 -13.613  0.300
H -1.165 -0.189 -14.492  0.307
H -0.041 1.154 -14.098  0.239
O 1.666 -4.959 -4.131  -0.711
H 1.754 -4.453 -3.302  0.209
H 1.841 -5.889 -3.872  0.487
O 2.126 -7.542 -3.147  -0.848
H 1.465 -7.942 -2.564  0.389
H 2.767 -7.155 -2.526  0.291
O -1.228 -4.663 -4.408  -0.688
H -0.396 -5.130 -4.579  0.384
H -1.025 -4.096 -3.660  0.277

The maximum force is 2.75 eV Å⁻¹. For the highest occupied orbital energy, the calculation gives -8.324 eV. The value obtained for the total energy is -4214.33167 hartree. Its net charge is 0.